Entry 1:
# C4H8BrN

C4H8BrN in the gas phase in a non-equilibrium geometry (ωB97M-V/def2-TZVPD, the OMol25 dataset).

Element x y z (Å)
1 C -0.17611 1.46425 -0.50216
2 C -0.18801 0.03790 -0.06824
3 C 0.76971 -0.99530 -0.78907
4 C -1.29495 -0.58022 0.72824
5 N 0.48948 1.05419 0.70428
6 Br 2.23515 1.22733 1.29683
7 H 0.49227 1.55792 -1.32000
8 H -0.96672 2.20300 -0.46073
9 H 1.22078 -1.20690 0.14258
10 H 1.49996 -0.57196 -1.49954
11 H 0.46900 -1.92425 -1.14943
12 H -1.30848 -0.19245 1.70977
13 H -0.99229 -1.64054 0.94937
14 H -2.24979 -0.43296 0.25811

**Lowest unoccupied orbital energy**: 0.644 eV
**Gap between HOMO and LUMO**: 9.34 eV

Entry 2:
# C2H4N4OS

C2H4N4OS in the gas phase (ωB97M-V/def2-TZVPD, the OMol25 dataset).

Element x y z (Å)
1 C 1.83603 -0.00308 -0.06300
2 C -1.00238 0.02032 0.07559
3 H 1.54362 -1.95102 -0.11301
4 H -0.75636 -1.92368 0.14500
5 H -0.68932 1.87115 -0.63855
6 H 1.47563 1.79262 0.75299
7 N 1.04117 -1.10758 -0.36193
8 N -0.22549 -1.08404 0.32792
9 N -0.27738 1.15572 -0.08578
10 N 1.11065 1.17622 0.03602
11 O 3.03734 -0.05496 0.07815
12 S -2.65106 -0.02719 -0.01630

**Lowest unoccupied orbital energy**: 0.561 eV
**Gap between HOMO and LUMO**: 9.35 eV

Entry 3:
# C20H12N5O4PtS2

A molecular structure, C20H12N5O4PtS2 in a non-equilibrium geometry (ωB97M-V/def2-TZVPD, the OMol25 dataset).

Element x y z (Å)
1 Pt 0.49287 -2.86208 -0.71646
2 S 2.79148 -2.66017 -0.76361
3 C 2.86416 -1.57050 0.61482
4 C 3.77804 -0.52795 0.68883
5 C 3.75649 0.37932 1.74572
6 C 4.69700 1.47610 1.76411
7 N 5.46512 2.33339 1.76589
8 C 2.80974 0.22362 2.76027
9 C 1.93356 -0.86108 2.71761
10 C 1.95099 -1.76400 1.66136
11 S 0.86070 -3.16278 1.63471
12 C 2.71625 1.17251 3.84633
13 N 2.61989 1.91234 4.72295
14 H 4.49675 -0.39776 -0.11124
15 H 1.21033 -0.99248 3.51238
16 O -1.77374 -0.07564 -0.83007
17 C -0.58763 0.12686 -1.12038
18 O 0.31009 -0.70768 -1.45587
19 C -0.09215 1.56628 -1.08443
20 C -1.01299 2.60260 -0.98292
21 C -0.58966 3.92018 -0.97659
22 C 0.76641 4.18220 -1.05649
23 C 1.70749 3.16935 -1.12590
24 C 1.26614 1.85515 -1.15138
25 N 1.21962 5.59009 -1.09604
26 O 0.37579 6.46474 -1.04007
27 O 2.40904 5.80473 -1.20149
28 H -2.06270 2.35029 -0.91002
29 H -1.28390 4.74547 -0.91197
30 H 2.75871 3.41919 -1.15759
31 H 1.96548 1.03033 -1.22881
32 N -5.76003 -3.03358 -0.61977
33 C -4.38237 -2.98850 -0.64516
34 C -3.66563 -3.41263 -1.76682
35 C -2.29353 -3.43567 -1.71415
36 N -1.59407 -3.06822 -0.63964
37 C -2.27556 -2.62093 0.42384
38 C -3.64994 -2.58046 0.46561
39 H -6.24333 -3.09129 -1.49780
40 H -6.22571 -2.50374 0.09490
41 H -4.17905 -3.72209 -2.66928
42 H -1.71757 -3.76816 -2.56864
43 H -1.68363 -2.30851 1.27071
44 H -4.14893 -2.20884 1.35259

**Lowest unoccupied orbital energy (spin up / spin down)**: 2.008 / 2.008 eV
**Gap between HOMO and LUMO (spin up / spin down)**: 6.57 / 6.57 eV
**Total charge**: -1

Entry 4:
# C4H4LiMgO5

A molecular structure, C4H4LiMgO5 in a non-equilibrium geometry (ωB97M-V/def2-TZVPD, the OMol25 dataset).

Element x y z (Å)
1 O -1.10921 1.72451 -2.45865
2 C -1.54417 1.50665 -1.28440
3 C -0.41597 -0.47917 -2.74879
4 O -1.39272 2.23831 -0.29818
5 O -1.99853 0.25585 -1.05472
6 C -1.81019 -0.66652 -2.12790
7 H -0.14943 -1.42987 -3.22767
8 H -0.25819 0.14404 -3.63146
9 H -1.91173 -1.65854 -1.67494
10 H -2.58237 -0.52952 -2.89488
11 O 1.46498 -1.46755 -1.13266
12 C 0.83292 -0.44502 -1.52564
13 O 1.30810 0.70011 -1.13992
14 Li 0.50471 2.49440 -1.21241
15 Mg 2.73572 -0.28448 -0.12626

**Lowest unoccupied orbital energy**: -7.717 eV
**Gap between HOMO and LUMO**: 4.24 eV
**Total charge**: +1

How do the records compare in energy above the lowest of the compared OMol25 structures with the same formula, charge and spin? In the order shown, they have 206.1, 12.7, 162.0, 177.4 kJ/mol.